Record 1
The molecule C8H6O at a distorted geometry, computed with ωB97M-V with the def2-TZVPD basis set.

XYZ file:
```
15
Properties=species:S:1:pos:R:3:lowdin_charge:R:1
C 1.4908 0.2868 1.3177 -0.09
C 2.1137 0.1597 0.0954 -0.08
C 1.3499 -0.0184 -1.0681 0.02
C -0.0269 -0.0196 -0.9016 -0.21
O -0.9871 -0.0033 -1.9180 0.06
C -2.1465 -0.1131 -1.2173 -0.11
C -2.0170 -0.2764 0.1429 0.02
C -0.5529 -0.3089 0.3467 -0.19
C 0.1686 -0.1172 1.4697 -0.05
H 1.8542 0.6136 2.3224 0.12
H 3.0805 0.4444 0.0709 0.07
H 1.8655 0.0821 -2.0339 0.12
H -2.9746 -0.1986 -1.8199 0.10
H -2.9215 -0.2948 0.7721 0.12
H -0.2968 -0.2363 2.4209 0.11
```

As for the LUMO energy: 1.0 eV. The frontier orbital gap is 9.49 eV. As for the energy above the lowest of the compared OMol25 structures with the same formula, charge and spin: 0.0 kJ/mol. The calculation puts the HOMO energy at -8.47 eV. The spin multiplicity is 1. Its SMILES is c1ccc2occc2c1. As for the total energy: -10439.28869 eV.

=====

Record 2
The ion C10H16N2 with charge +2 at a distorted geometry, computed with ωB97M-V with the def2-TZVPD basis set.

XYZ file:
```
28
Properties=species:S:1:pos:R:3:lowdin_charge:R:1
C 2.3772 -1.4077 0.6840 0.06
C 2.3295 -0.8823 -0.6523 0.04
C 1.8579 -0.6523 1.7645 0.04
C 1.6439 0.2776 -0.8674 -0.02
C 1.2504 0.6003 1.4702 0.03
C -1.0136 2.0337 0.0449 0.17
C 0.3512 2.1601 -0.1730 -0.09
C -1.9599 0.8656 0.1100 -0.09
C -1.7424 -1.5980 0.5318 -0.06
C -1.1406 -0.8180 -1.6498 -0.05
N 1.1556 0.9832 0.1962 -0.05
N -1.3814 -0.4241 -0.2637 -0.21
H 2.7871 -2.4142 0.9330 0.15
H 2.7381 -1.4364 -1.3900 0.10
H 1.9737 -1.0123 2.7503 0.12
H 1.6590 0.5832 -1.8772 0.14
H 0.9956 1.2327 2.3027 0.16
H -1.5597 2.9688 0.3163 0.17
H 0.7723 2.4857 -1.1417 0.19
H 0.8558 3.1020 0.2912 0.22
H -2.4301 0.7766 1.0551 0.14
H -2.7972 1.3011 -0.4683 0.20
H -0.9092 -2.2741 0.8356 0.09
H -2.3568 -1.2719 1.4384 0.12
H -2.3975 -2.3558 -0.0699 0.14
H -0.6067 -1.8137 -1.6667 0.13
H -1.9288 -0.8499 -2.3236 0.08
H -0.5235 -0.1600 -2.1809 0.05
```

As for the LUMO energy (spin up / spin down): -10.8 / -10.1 eV. The frontier orbital gap (spin up / spin down) is 5.46 / 6.73 eV. As for the energy above the lowest of the compared OMol25 structures with the same formula, charge and spin: 204.3 kJ/mol. The calculation puts the HOMO energy (spin up / spin down) at -16.26 / -16.86 eV. The spin multiplicity is 1. The total charge is +2. As for the total energy: -13588.38707 eV.

=====

Record 3
The molecule C5H6O, computed with ωB97M-V with the def2-TZVPD basis set.

XYZ file:
```
12
Properties=species:S:1:pos:R:3:lowdin_charge:R:1
C -1.9744 0.0590 -0.2857 -0.01
C -0.6240 -0.3717 -0.7334 -0.36
C 0.3666 0.2093 -1.5435 0.14
C 0.9177 -0.3044 -0.3563 -0.36
O 0.0442 -1.3494 0.0613 0.04
C 1.8725 0.2345 0.6484 -0.01
H -2.3371 0.8747 -0.9123 0.09
H -2.6591 -0.7927 -0.3536 0.09
H -1.9397 0.3737 0.7626 0.10
H 2.3855 1.1083 0.2454 0.09
H 1.3426 0.4987 1.5694 0.10
H 2.6053 -0.5401 0.8976 0.09
```

As for the LUMO energy: 0.9 eV. The frontier orbital gap is 9.63 eV. As for the energy above the lowest of the compared OMol25 structures with the same formula, charge and spin: 411.4 kJ/mol. The calculation puts the HOMO energy at -8.74 eV. The spin multiplicity is 1. As for the total energy: -7325.02053 eV.